(1)
A molecular structure, C48H43N2P2RhSSi, computed with ωB97M-V/def2-TZVPD.

Geometry as XYZ:
```
98
Properties=species:S:1:pos:R:3:forces:R:3
Rh -0.14984 -0.38246 -0.42735 -0.861 -0.778 -0.623
S -1.74986 -2.00237 -1.73812 0.268 0.160 0.243
P -2.29489 0.71170 -0.11183 -0.364 0.600 -0.024
P 2.26930 -0.43170 -0.42242 0.702 0.170 0.084
Si 0.26295 1.79535 -1.43446 0.145 0.228 0.016
N 0.19409 -3.00678 -0.31756 0.334 -0.275 0.279
N -0.17001 -0.03164 1.99052 0.117 -0.125 0.587
C 2.84986 -1.22484 -1.96786 -0.009 -0.067 -0.082
C 3.99552 -1.04083 3.21988 -0.042 0.062 -0.057
C -5.07810 1.38260 -3.76537 0.029 -0.003 -0.012
C 2.07987 2.26459 -1.05120 0.123 0.068 0.111
C -0.86916 -3.34153 -1.05581 0.091 -0.024 0.017
C 0.15079 2.28067 -3.25497 -0.037 0.035 -0.232
C 0.10450 0.60976 4.20308 0.147 0.388 -0.301
C -1.24302 -4.68488 -1.22323 0.012 -0.007 0.019
C -2.85543 3.34515 0.86142 0.049 0.031 -0.038
C 2.61487 3.54786 -1.24854 -0.021 -0.147 0.010
C 4.78879 2.82808 -0.51954 0.007 -0.065 0.000
C 4.20754 -1.43054 -2.21875 0.086 0.117 -0.076
C -1.98129 2.50188 0.16984 -0.147 0.084 0.003
C 0.58857 -5.31553 0.18732 0.050 0.001 0.042
C 4.60125 -2.28927 3.12163 -0.019 0.053 0.031
C 4.62988 -1.99792 -3.41332 0.023 0.048 0.100
C -3.29945 0.65784 2.52251 0.014 -0.027 0.068
C 3.94610 3.83206 -0.98168 -0.099 -0.003 -0.015
C 0.74601 2.27203 2.31486 0.077 0.055 0.063
C -3.42647 0.88703 -1.55682 -0.059 0.024 0.026
C 3.96693 -2.38974 0.79770 -0.002 -0.051 0.008
C -4.32446 -0.85981 0.96589 0.025 -0.044 0.093
C -5.08817 -1.39492 1.99441 0.062 0.037 -0.044
C -0.41973 -0.63273 4.21839 -0.159 -0.429 -0.307
C -3.43066 0.18823 1.21358 0.031 -0.083 0.079
C 2.94893 1.26470 -0.59159 0.080 0.102 0.003
C 1.92419 -1.58681 -2.94633 0.147 -0.123 0.010
C 3.69986 -2.35944 -4.37930 -0.072 -0.008 -0.023
C -0.58909 -1.01335 2.82165 -0.042 -0.040 0.178
C 2.34812 -2.14978 -4.14658 -0.031 0.034 0.075
C 0.88821 -3.97343 0.30395 -0.092 0.144 -0.205
C -4.74679 1.31004 -1.38220 -0.025 0.004 -0.002
C -4.96740 -0.90238 3.28935 -0.003 0.023 -0.023
C -0.87706 3.02524 -0.51702 0.066 0.219 0.053
C -2.62685 4.71335 0.90156 -0.050 -0.110 0.019
C -2.94725 0.72554 -2.85361 -0.037 -0.030 -0.022
C -0.69046 4.41562 -0.48900 -0.013 -0.105 0.046
C -4.06809 0.12232 3.55064 0.068 0.022 -0.054
C 3.37456 -0.47866 2.11424 0.068 -0.047 0.022
C 0.25096 0.96635 2.79982 -0.003 0.072 0.173
C -1.54350 5.25166 0.21903 0.105 -0.015 -0.063
C -5.56706 1.55152 -2.47537 0.037 -0.013 0.066
C 4.29390 1.54777 -0.33363 -0.047 0.012 0.016
C -0.50149 -5.67109 -0.60554 -0.096 0.025 -0.077
C -1.16332 -2.29398 2.35814 -0.111 0.036 0.173
C 3.34372 -1.14461 0.88218 -0.052 -0.053 0.157
C -3.76723 0.97074 -3.95181 0.059 -0.023 0.083
C 4.59146 -2.95489 1.90713 -0.033 -0.016 -0.154
H 1.71456 -3.64425 0.92580 -0.023 0.031 -0.060
H 2.91708 0.50065 2.19715 -0.033 -0.008 0.039
H 1.49704 2.67171 3.00268 -0.066 -0.005 -0.061
H -2.58623 1.44665 2.74217 -0.067 -0.081 0.021
H 4.94639 -1.13330 -1.47973 -0.073 -0.049 -0.084
H 0.36596 1.24113 5.04342 -0.011 -0.055 -0.155
H -1.36944 6.32340 0.23316 -0.012 -0.097 -0.009
H -5.57231 -1.31316 4.08988 0.044 0.004 -0.048
H -0.88554 2.39784 -3.58550 0.131 -0.022 -0.004
H -3.72164 2.93594 1.36702 -0.006 0.026 -0.027
H -3.37515 0.83355 -4.95335 -0.014 0.006 0.059
H 4.00566 -0.50432 4.16248 -0.010 -0.022 -0.061
H -4.40140 -1.26691 -0.03587 -0.031 0.003 0.011
H -6.58961 1.87715 -2.31929 0.062 -0.020 0.001
H -0.40351 -3.08154 2.39509 -0.060 0.022 0.025
H 1.61398 -2.42689 -4.89552 0.050 0.014 0.063
H 0.86482 -1.44740 -2.77047 -0.084 0.031 0.015
H 5.83148 3.04197 -0.31503 -0.039 -0.014 0.006
H -0.77093 -6.71493 -0.72846 -0.006 0.074 0.006
H -0.67832 -1.24649 5.07320 0.015 0.068 -0.175
H 0.14176 4.86022 -1.02633 -0.123 -0.040 0.066
H -1.98487 -2.58962 3.01601 0.028 0.009 -0.015
H -3.96056 0.50549 4.55939 0.015 0.000 -0.057
H 5.07282 -3.92278 1.81540 -0.040 0.057 -0.012
H 4.95400 0.76642 0.02698 -0.014 0.034 -0.006
H -2.11423 -4.91630 -1.82194 0.042 -0.022 0.004
H -5.71786 1.57353 -4.62054 0.050 -0.018 0.068
H -5.77657 -2.20482 1.78696 0.006 0.016 -0.022
H -0.08102 2.99087 2.26890 0.037 -0.004 -0.007
H 3.96226 -2.92834 -0.14206 -0.016 -0.037 0.045
H 4.32953 4.83460 -1.13503 -0.017 -0.038 -0.005
H -1.52164 -2.22043 1.33594 -0.051 0.028 -0.054
H -1.92741 0.39723 -3.00839 -0.013 -0.005 -0.008
H -3.30479 5.36154 1.44521 0.023 -0.044 -0.007
H 1.18630 -6.05926 0.70235 -0.064 0.076 -0.056
H 5.68828 -2.15248 -3.59036 -0.054 0.010 0.009
H 0.64439 1.53398 -3.88950 -0.069 0.117 0.057
H 5.07842 -2.73632 3.98542 -0.007 0.032 -0.030
H -5.14031 1.45196 -0.38122 0.015 -0.002 -0.061
H 4.02813 -2.80484 -5.31167 -0.009 0.035 0.047
H 0.66751 3.23973 -3.40307 -0.113 -0.148 -0.023
H 1.98043 4.34514 -1.62476 0.102 -0.094 0.010
H 1.16798 2.19991 1.31556 0.006 -0.008 -0.026
```
Positions in Å, forces in eV/Å.

* highest occupied orbital energy (alpha / beta): -4.7 / -7.5 eV
* charge: 0
* expectation value of S²: 6.03
* multiplicity: 5
* Kohn-Sham gap (alpha / beta): 0.1980 / 0.2230 Ha

=====

(2)
A molecular structure, C4H10AuBF4IN3O3, computed with ωB97M-V/def2-TZVPD.

Geometry as XYZ:
```
27
Properties=species:S:1:pos:R:3:forces:R:3
Au -0.04209 0.19443 -0.11802 0.249 0.052 -0.149
I -4.42334 -3.02144 -0.61438 0.154 0.275 0.201
F -0.07692 -2.12996 -0.13769 0.504 1.146 -0.044
F -1.97368 -3.31098 -0.57048 -0.816 0.166 -0.397
F 0.05264 -4.20749 -1.09170 0.311 -0.295 -0.265
F -0.58233 -3.93004 1.10715 0.060 -0.476 0.944
O 3.80006 1.50478 -0.53627 -0.195 -0.441 -0.079
O 1.94704 0.38147 -0.47153 0.121 -0.489 0.021
O -2.05217 -0.07962 0.20480 0.133 0.404 -0.440
N 0.38650 2.53883 -0.58253 -0.345 -0.552 0.114
N -2.17116 -1.71580 1.78940 0.118 0.109 0.268
N 1.78792 2.63427 -0.58671 0.245 0.300 -0.058
C -4.12451 -1.16173 0.47125 -0.019 0.024 -0.138
C 2.52074 1.49307 -0.53755 -0.538 0.451 0.173
C -2.65990 -0.97480 0.82925 -0.460 -0.597 0.449
C 4.60959 2.69053 -0.57840 0.531 0.577 0.004
B -0.57704 -3.50333 -0.16320 -0.127 0.139 -0.299
H 2.21266 3.55521 -0.64872 -0.092 -0.245 -0.043
H -0.03127 3.19995 0.07651 0.206 -0.218 -0.055
H -4.75779 -1.21981 1.35865 0.060 -0.111 -0.128
H -4.44733 -0.36000 -0.19445 0.053 -0.222 0.075
H 5.63511 2.32142 -0.55725 -0.209 0.091 0.005
H 4.43247 3.31688 0.29843 -0.061 -0.136 -0.011
H 4.45247 3.25237 -1.50009 -0.104 -0.136 -0.024
H -2.71291 -2.44610 2.23794 0.066 0.116 -0.127
H -1.18393 -1.70357 2.02558 -0.116 -0.060 -0.100
H -0.02083 2.68147 -1.50999 0.273 0.126 0.103
```
Positions in Å, forces in eV/Å.

* highest occupied orbital energy (alpha / beta): -17.4 / -17.8 eV
* relative energy (zero: lowest compared OMol25 entry of this formula, charge and spin): 24.5 kJ/mol
* charge: +2
* expectation value of S²: 2.01
* multiplicity: 3
* Kohn-Sham gap (alpha / beta): 0.3606 / 0.2731 Ha

=====

(3)
A molecular structure, C20H27O2P2SbSe4Ti, computed with ωB97M-V/def2-TZVPD.

Geometry as XYZ:
```
57
Properties=species:S:1:pos:R:3:forces:R:3
Sb 0.16116 4.48344 -2.03830 -0.175 0.285 -0.275
Se -0.17325 3.95948 -4.39878 0.058 -0.082 0.064
Se 2.32829 3.47188 -1.06163 0.429 -0.019 0.095
Se -2.13912 2.63920 -0.59640 0.132 0.009 0.196
Se 0.06135 6.82628 -1.48014 -0.026 0.032 -0.031
Ti 0.20848 2.44940 -0.12037 -0.643 -0.178 0.264
P 0.48515 0.63870 -2.09058 0.036 -0.045 -0.002
P -0.43944 0.55621 1.66331 0.223 0.183 -0.052
O 0.51309 3.19262 1.80899 0.350 0.101 -0.273
O 0.55172 3.14223 4.05344 0.021 0.156 0.056
C 1.70905 0.93944 -3.44671 -0.019 -0.032 0.010
C 1.38081 -2.11543 -2.28015 0.006 -0.109 -0.075
C -2.00557 -0.66660 -2.01853 -0.007 -0.052 -0.067
C -3.63068 -2.73246 1.22854 -0.028 -0.073 -0.011
C 1.15610 -0.92862 -1.35600 -0.041 0.114 0.117
C 0.11217 2.81149 2.96362 -0.294 -0.360 0.022
C 1.39874 0.40127 -4.83758 -0.067 0.025 -0.057
C -1.32729 -2.11129 1.51631 -0.022 0.036 0.026
C -3.99559 -1.39557 1.29826 -0.034 -0.016 -0.001
C 1.86770 -1.43803 4.44998 0.053 0.009 -0.018
C 0.95097 -0.20095 2.58989 -0.049 -0.017 -0.061
C -1.68685 -0.76670 1.60434 -0.004 0.020 -0.085
C -1.02852 1.76780 2.89755 0.033 -0.033 -0.003
C 0.77607 -0.94965 3.75318 -0.026 -0.012 0.017
C 2.24247 0.06637 2.14695 0.021 -0.035 0.065
C -1.02890 0.05126 -2.94759 -0.063 -0.007 0.013
C -2.29391 -3.08891 1.33442 -0.023 -0.005 -0.006
C 3.34041 -0.41522 2.85067 0.023 0.041 -0.065
C -3.03296 -0.41599 1.48051 0.063 0.014 0.021
C 3.15506 -1.17106 3.99525 -0.012 -0.037 0.052
H -1.48880 0.95901 -3.34799 -0.003 0.013 -0.006
H -5.03472 -1.10971 1.19171 -0.001 0.004 -0.001
H 1.74074 -2.98577 -1.72239 -0.006 0.013 0.000
H 2.66226 0.56431 -3.06127 0.026 -0.006 -0.039
H 0.51609 0.90774 -5.23514 0.024 -0.037 0.025
H -4.38543 -3.49565 1.07921 0.000 0.007 -0.001
H -1.23278 1.33745 3.87738 -0.024 0.010 -0.007
H -1.57125 -1.57068 -1.58170 0.004 -0.011 0.001
H 2.09531 -0.62853 -0.88015 0.019 -0.037 -0.004
H 1.81601 2.01903 -3.52060 -0.004 0.080 0.071
H 2.22519 0.62606 -5.51736 0.021 0.006 0.034
H 1.22648 -0.67576 -4.86717 -0.002 -0.067 0.027
H 4.33937 -0.18607 2.50094 -0.001 -0.007 0.010
H 2.39725 0.67403 1.26077 -0.022 0.004 0.002
H 2.11944 -1.89263 -3.05088 0.017 0.048 -0.014
H -0.76252 -0.58710 -3.79278 0.012 -0.004 -0.007
H -1.99848 -4.12913 1.26688 -0.009 -0.005 -0.003
H 1.71877 -2.01572 5.35427 0.001 -0.004 0.005
H -2.31831 -0.00209 -1.21220 0.038 -0.037 -0.035
H -1.91209 2.23931 2.46025 -0.004 0.040 0.049
H 0.48848 -1.21417 -0.53548 0.001 0.045 -0.062
H 0.45780 -2.40729 -2.78578 -0.015 0.007 0.009
H -2.90091 -0.96552 -2.57074 -0.003 0.004 0.005
H 4.01184 -1.54494 4.54323 -0.002 0.001 0.003
H -3.31538 0.63030 1.47933 0.013 -0.004 0.006
H -0.28540 -2.39976 1.58709 0.014 0.025 0.015
H -0.22562 -1.14733 4.11813 -0.008 -0.002 -0.019
```
Positions in Å, forces in eV/Å.

* highest occupied orbital energy (alpha / beta): -0.5 / -1.4 eV
* relative energy (zero: lowest compared OMol25 entry of this formula, charge and spin): 0.0 kJ/mol
* charge: -2
* expectation value of S²: 2.02
* multiplicity: 3
* Kohn-Sham gap (alpha / beta): 0.1682 / 0.2003 Ha

=====

(4)
A molecular structure, C12H27Cl2N2OP2Tc, computed with ωB97M-V/def2-TZVPD.

Geometry as XYZ:
```
47
Properties=species:S:1:pos:R:3:forces:R:3
Tc 1.16079 0.02654 0.80826 1.393 -0.552 4.746
Cl 1.11099 -0.19782 -4.29119 1.746 -0.054 0.136
Cl 2.93158 0.20223 2.23182 -0.665 0.191 -0.852
P 1.04051 2.09454 -0.03602 -0.558 4.833 -2.730
P 1.17735 -2.09030 -0.05136 -0.702 -5.214 -1.760
O -0.95385 -0.90295 -2.91503 0.842 0.776 -0.569
N -0.29983 -0.01155 2.25209 0.381 0.044 -0.734
N -2.37430 0.23137 2.94478 1.528 -0.267 -0.686
C -0.11276 3.27074 0.76309 -0.354 -0.736 1.016
C 0.87734 -2.91911 -1.65188 -0.356 0.740 -0.980
C -1.38992 0.11143 -5.05599 -0.383 -0.004 -0.118
C -1.52512 0.39595 1.91247 -1.501 -0.066 1.107
C -3.78745 0.56023 2.88642 -1.057 0.169 0.095
C 2.58851 3.05128 -0.14496 0.687 -0.820 0.613
C 0.45099 2.23599 -1.75215 -0.136 -1.194 -0.165
C -0.35778 -0.45476 3.59215 -0.804 0.304 -0.429
C -0.53967 -0.39804 -3.93671 -2.374 -0.482 0.207
C 2.79777 -2.87393 0.34246 0.478 1.151 0.532
C -1.65858 -0.32986 4.00422 0.488 0.188 -0.504
C -0.04824 -3.06725 0.92732 -0.238 0.920 0.651
H 1.13042 1.68793 -2.41419 -0.146 0.228 -0.031
H 3.56712 -2.40934 -0.28997 -0.083 -0.224 0.148
H 1.56322 -2.55348 -2.41786 0.005 -0.030 0.033
H -4.03610 1.42432 3.51975 0.285 -0.304 -0.138
H -1.14582 3.02898 0.48579 0.245 0.110 -0.010
H 0.51406 -0.74595 4.13964 0.188 -0.238 0.062
H -2.12212 -0.59769 4.95359 0.155 0.216 -0.331
H 0.13967 4.28115 0.41856 0.100 -0.294 -0.062
H -0.13888 -2.72902 -2.00670 0.184 0.040 0.145
H -1.05868 -2.73935 0.64299 0.257 -0.156 0.056
H 0.42466 3.29956 -2.02532 0.069 -0.199 0.227
H -1.81974 0.84292 0.97231 -0.031 -0.257 0.063
H -4.39047 -0.30004 3.21161 0.281 0.261 -0.142
H 0.07440 -4.13237 0.68909 0.179 0.327 -0.016
H 3.06229 3.10498 0.83962 0.007 0.153 -0.143
H -1.17352 -0.42773 -5.98755 0.124 0.095 0.228
H 2.74038 -3.95062 0.12667 -0.253 0.355 0.025
H -1.16659 1.16998 -5.24027 -0.042 -0.216 0.011
H 3.05164 -2.69011 1.39264 0.087 -0.230 -0.219
H -2.44299 -0.02686 -4.81822 0.052 0.071 0.050
H -0.02166 3.22505 1.85236 -0.027 0.204 -0.085
H -4.03124 0.80167 1.84669 -0.042 -0.089 0.278
H 1.01226 -4.00657 -1.53704 0.156 0.440 0.416
H 3.28072 2.55660 -0.83498 -0.065 0.138 0.066
H -0.54751 1.78844 -1.83788 0.158 0.187 -0.095
H 2.34895 4.05730 -0.51103 -0.137 -0.270 0.039
H 0.09720 -2.89448 1.99991 -0.121 -0.241 -0.153
```
Positions in Å, forces in eV/Å.

* highest occupied orbital energy (alpha / beta): -18.8 / -18.8 eV
* relative energy (zero: lowest compared OMol25 entry of this formula, charge and spin): 0.0 kJ/mol
* charge: +3
* expectation value of S²: 3.79
* multiplicity: 4
* Kohn-Sham gap (alpha / beta): 0.2079 / 0.2046 Ha

=====

The records above yield E values of -93753.219, -38248.226, -334894.861, -63701.851 eV, respectively.
The records above yield max |F| values of 1.317, 1.252, 0.717, 5.579 eV/A, respectively.